1.
86
Properties=species:S:1:pos:R:3 method="wB97M-V/def2-TZVPD" charge=+2 lumo_energy_ev="-6.93 / -6.51" homo_lumo_gap_ev="7.05 / 7.48" spin_multiplicity=2
C 3.2631 1.1867 -5.9841
H 2.6837 0.5280 -6.6150
C -2.1619 -0.8302 -1.7866
H 3.0548 3.0255 -3.1343
C 4.5736 1.4802 -6.3264
C 0.2206 -3.4530 -0.7674
C -1.3435 3.8048 5.3941
H 2.5685 -1.6927 1.6765
H -4.5978 0.1632 -3.6990
H 3.0419 -0.9947 -1.5134
H 6.3566 2.5430 -5.7902
C -1.2471 2.9758 2.7205
H -1.3756 4.1106 6.4323
H 1.7221 -1.3205 -4.4555
H -0.9765 1.1716 -6.6597
H 0.8151 -4.3621 -0.8275
V 0.0000 0.0000 0.0000
H -1.6912 -0.7791 -7.9817
H 3.2867 -2.7501 -1.3905
C -1.7384 -0.8340 -0.4931
H 1.3676 -2.9573 1.9064
Cl -0.3694 -0.7683 2.3030
C -3.3090 -2.5665 -3.8517
N -0.9319 1.6768 0.5186
C -2.5125 3.4040 4.7412
H 0.9734 -3.2758 -5.7478
C -0.0681 4.8211 -6.4689
H -5.2377 -3.1366 -1.4947
H -0.7367 -3.0113 -7.5156
H -2.3377 -1.3115 0.2784
H 5.3645 3.5210 -3.7469
H -1.5549 6.2818 -5.9655
H -3.3721 2.6348 2.9224
C -2.4694 2.9818 3.4047
C 0.5437 -2.3038 -5.9468
C 2.0976 -2.5535 1.2125
C -0.0742 3.3734 3.3814
H 0.7874 4.0797 5.2229
C 0.4195 0.0546 -5.4729
C -0.4166 -2.1538 -6.9393
C 4.7777 2.8669 -4.3762
H 2.8463 -3.3073 0.9778
P 0.9577 1.4365 -4.4284
C -4.9332 -0.4003 -2.8339
C 2.7053 1.7270 -4.8257
H -4.2098 -3.0855 -4.1692
H -2.5285 -3.2928 -3.6438
C -0.9534 -0.9008 -7.2003
H -0.8150 -0.9698 -3.4436
C 2.5529 -1.9642 -1.5563
H 0.8848 3.3285 2.8759
C -1.1223 2.3920 1.4085
Cl 2.1754 1.1439 0.2346
P 1.2332 -2.0055 -0.2945
H -5.8588 -0.9198 -3.0726
C -1.0890 5.3467 -5.6870
H -4.6069 -2.0855 -0.2232
H -1.1918 2.9682 -3.2810
C -0.5408 0.2037 -6.4695
H 1.7506 1.4513 -2.1740
H -0.2489 -3.2645 -1.7301
C 0.1126 2.9473 -4.9739
C 3.4678 2.5804 -4.0277
H -3.6226 -3.4246 -0.8220
C -1.2184 -0.2107 -2.7675
C -4.3412 -2.6614 -1.1048
C -0.8976 3.4827 -4.1835
O -1.8561 0.7194 -3.6668
C 0.9649 -1.2044 -5.2175
P -3.6311 -1.5777 -2.3656
C 0.8723 1.1131 -2.7026
H 5.0008 1.0513 -7.2221
H -2.9744 -1.9124 -4.6523
C -1.4978 4.6805 -4.5406
C -0.1238 3.7907 4.7132
C 0.5405 3.6290 -6.1115
H -5.1097 0.2861 -2.0102
H -1.1566 1.0945 -4.2174
H 2.1145 -2.0847 -2.5426
H 0.2614 5.3466 -7.3543
H -0.5578 -3.5787 -0.0197
C -0.0536 0.4017 -1.9987
C 5.3337 2.3169 -5.5224
H -2.2785 5.0972 -3.9191
H -3.4527 3.3973 5.2785
H 1.3471 3.2377 -6.7163

=====

2.
89
Properties=species:S:1:pos:R:3 method="wB97M-V/def2-TZVPD" charge=+1 lumo_energy_ev="-3.22 / -2.61" de_lowest_ev=0.650 homo_lumo_gap_ev="6.77 / 7.37" spin_multiplicity=3
Sb 0.8902 0.8723 3.2623
H 7.7026 -2.6369 0.7477
C 4.9172 -0.3654 2.0955
H -3.3730 2.2817 3.1689
H 5.5447 -2.5782 -0.3755
H 1.9336 3.5765 4.2862
C 2.6672 2.8786 4.6765
H -4.5433 1.4590 4.2292
C 4.1611 -3.7676 -3.9184
C 0.7265 3.8527 0.1266
C -2.5703 -0.6276 -0.6105
H 0.8751 -2.7901 1.1361
H 5.3010 0.4701 6.1085
C 4.6657 2.5121 5.9544
H 5.4787 2.8978 6.5526
C -3.4944 1.5194 3.9331
C 2.8695 -3.6292 -1.8984
H 4.4714 -4.3232 -4.7914
C 3.7129 3.3748 5.4365
H 1.4789 -1.2377 4.5100
C 1.2570 -1.2852 3.4378
H -0.0969 4.4572 -0.2320
V 0.6872 0.5450 -0.5562
C -4.5700 1.1485 -1.7188
H -2.8963 1.7837 4.8090
C 4.5675 1.1541 5.7043
H -5.0891 1.8388 -2.3767
C -2.6166 0.1719 2.1353
C 0.4775 2.7737 0.9757
H 4.0903 3.5839 -0.0482
H -4.2358 -1.2020 4.3701
H 4.1355 0.2521 2.5362
H -1.3972 -1.6271 2.2246
C -2.7895 2.9025 -2.0646
H -0.5419 2.5819 1.3013
C 6.1453 -0.3968 2.7352
C 1.9433 -2.6848 1.3496
H 2.2326 4.9825 -0.8908
H 3.2308 -2.0440 2.9748
H 3.4863 -0.4023 4.7454
S 0.3413 -1.0400 -2.2987
C 3.2768 -4.3397 -3.0162
C 1.3586 0.0084 -3.2696
H 3.7795 4.4361 5.6294
C 4.2277 -1.7705 -2.5891
H 5.3081 -2.0269 -4.4147
H 8.1218 -1.2296 2.7382
H 2.8978 -5.3372 -3.1872
C 3.0719 3.3554 0.2347
C 1.5102 1.9529 1.4564
H -4.6442 0.1503 -2.1499
C 5.6968 -1.9544 0.4941
C 7.1601 -1.2070 2.2477
H 2.0492 -3.2401 3.4057
C -2.1812 -1.1982 1.6115
C 3.5243 0.6625 4.9327
H 2.4182 -3.6398 1.1139
C 2.1877 -2.3252 2.8157
C 2.0240 4.1468 -0.2380
N -3.1727 1.5658 -1.6244
H -3.5798 -0.6708 -0.1915
C 6.9272 -1.9912 1.1316
H -2.5915 -1.7344 3.9765
H 0.2389 -1.6669 3.4045
H -2.5195 -1.2950 -1.4781
H -3.5305 3.2514 -2.7777
C 3.3504 -2.3432 -1.6746
C -3.1917 -0.8882 4.2959
H -3.0238 -1.9031 1.6115
H -2.7534 3.5807 -1.2098
C -2.2619 0.7918 -1.0523
H -5.0427 1.1736 -0.7351
H 4.6012 -0.7622 -2.4459
S 1.7608 -0.1913 -4.8177
O -1.0970 1.2150 -0.8897
C 2.5614 1.5173 4.4100
H 2.1613 -4.0865 -1.2135
H -2.8464 -0.5996 5.2900
N -3.0495 0.2438 3.4047
H 6.3047 0.2109 3.6148
C 4.6765 -1.1286 0.9608
O -1.6242 -1.0614 0.3364
H 3.6730 1.7012 1.4222
H -1.8092 2.8601 -2.5393
Sb 2.7711 -1.2344 0.0073
O -2.5541 1.1368 1.3830
S 1.9081 1.3818 -2.2635
C 4.6336 -2.4831 -3.7069
C 2.8217 2.2806 1.0625

=====

3.
85
Properties=species:S:1:pos:R:3 method="wB97M-V/def2-TZVPD" charge=+4 lumo_energy_ev=-12.59 de_lowest_ev=0.024 homo_lumo_gap_ev=6.55
H 5.4738 -0.9577 -1.2881
H 6.0570 1.8161 -2.5302
C -2.2335 -2.2169 3.7656
C 0.0064 -1.7511 -1.0543
H -2.1080 -6.1872 -4.2469
H 2.9375 -1.6234 4.8756
C 1.0832 -0.7597 -0.8170
S -2.0091 2.8143 0.6401
C 3.7866 0.8851 -3.7175
H 0.9561 -2.8138 -2.6284
H 0.3164 -6.3137 -3.8133
C 5.2128 1.7457 -1.8464
C -5.7334 3.3397 1.9582
H -3.0074 -2.3147 0.1630
H -1.7202 1.8673 2.6661
C 0.0646 -2.7170 -2.0269
H -0.9000 -3.2828 5.8754
C -0.1451 4.3849 1.9540
C 1.3247 5.8256 0.7078
H -6.6272 5.0941 2.8081
H 1.8934 -0.5918 2.8836
O -2.4936 -1.3753 2.5814
H -2.4286 -6.0039 -2.5342
H -2.4899 5.4628 1.8077
H 4.6425 1.0106 -4.3797
H 5.9653 -0.6065 -2.9426
C 1.7587 1.0486 0.5061
H 1.5105 -3.0003 6.4028
C -2.1402 -2.4428 -0.4723
H -6.6529 2.7713 1.9775
H 5.6245 1.5815 -0.8487
H 0.2578 -3.3591 -4.7021
H -4.5583 6.4344 2.7146
H -4.6036 1.7730 1.0325
H 2.1046 6.5760 0.7003
H -2.8785 -1.8637 4.5706
C -0.2623 -2.6864 5.2349
H 4.5207 -1.5614 -2.6580
C 1.0853 -2.5282 5.5258
C 1.3054 -1.1826 3.5771
H -3.4553 -1.3004 2.4703
H 1.2026 -5.0300 -3.0086
H -3.0858 -4.8372 -3.7074
C 4.3062 0.6007 -2.2944
C -0.6838 3.9572 0.7373
H 3.5357 2.0684 -0.0309
H -1.4960 -3.2212 -4.9394
H 1.1209 5.8095 -1.4288
H 1.3003 5.6784 2.8542
C -2.1456 -3.3992 -1.4545
Zr -0.8661 -0.3248 1.5049
H 3.1878 0.0660 -4.1178
H -3.0287 -4.0087 -1.5792
H 4.7024 2.7106 -1.8712
C 5.1036 -0.7180 -2.2855
N 0.8778 0.0434 0.2699
C 0.2484 -5.5586 -3.0310
C -4.5564 5.4089 2.3721
C -0.9365 -4.6279 -3.3533
N -1.5718 1.5426 1.7030
C 1.8830 -1.7613 4.6808
C -2.2201 -5.4514 -3.4524
H -0.6797 4.1089 -1.4176
C -4.5819 2.7762 1.4430
H 2.2949 -1.2091 -2.5060
C -0.2345 4.4419 -0.4880
C 0.7762 5.3959 -0.4910
C -0.7844 -2.0681 4.1159
H -0.6298 -4.6564 -5.4819
C -0.6853 -3.9077 -4.6926
C -3.3839 4.8605 1.8683
C -5.7179 4.6531 2.4220
N -0.0168 -1.3181 3.2938
C 3.1115 0.4329 -1.3841
H 3.1983 1.8028 -3.7564
C -3.4132 3.5391 1.4313
H -0.5287 4.0306 2.9036
C -1.0199 -3.5809 -2.2675
C 2.1651 -0.5777 -1.6398
C 2.8660 1.2573 -0.2760
H 0.1083 -6.0751 -2.0807
H -2.4883 -3.2463 3.5105
H 1.5414 1.6972 1.3505
N -1.0890 -1.6134 -0.2454
C 0.8731 5.3184 1.9280

=====

4.
87
Properties=species:S:1:pos:R:3 method="wB97M-V/def2-TZVPD" charge=+1 lumo_energy_ev="-4.63 / -4.61" homo_lumo_gap_ev="4.83 / 4.86" spin_multiplicity=6
C 4.2098 4.3222 -6.6014
C 1.5508 -3.8212 -2.8473
C 0.4775 2.4548 4.1494
N 1.8332 3.0108 -3.3919
C 2.4655 -1.8036 -0.1953
H -0.5918 -4.9020 -1.5372
H 2.6074 3.7267 -7.8967
C 4.8438 -1.5120 0.1795
O -0.7320 -0.0417 0.7242
C 0.3402 1.7243 -2.5094
H -1.2767 -0.9700 -5.8635
H 1.3830 -0.1028 4.7154
N 0.5314 2.7044 -3.3870
C 4.6972 4.3710 -5.2631
H 1.7856 -4.1673 -1.8315
C -2.7079 -0.4593 2.0047
H -1.9688 0.0778 -4.5114
H 2.2083 -2.9893 -3.1568
S -1.3133 1.4915 -2.0748
H -4.8123 1.8305 4.8193
H -3.0744 -4.3201 -0.4744
H -2.3518 1.8023 6.3170
H 5.7709 -1.8262 0.6656
C -0.2652 -2.2652 -3.7247
H -3.0228 -1.0030 -5.3818
H -4.6099 -1.7682 5.5754
H 5.7512 0.0770 -0.9515
N 1.2396 -0.1830 -1.5253
H -5.6148 0.2662 4.6880
H 1.9954 2.4115 1.9598
C 1.6045 0.2201 3.6843
C 2.4191 -0.6424 -0.9941
C 1.0960 1.7869 1.8182
C -3.6546 0.1835 5.6548
C -2.2566 -3.7048 -2.3343
C 2.9233 3.8628 -6.8526
H 1.7271 -4.7105 -3.5186
H -3.3612 -5.4964 -1.7727
H 4.9066 4.6797 -7.3866
C 0.5724 1.2507 3.1515
H -2.2402 0.3182 7.2599
H 2.6160 0.6845 3.6860
C -1.9920 -0.9382 -4.9968
H 4.1773 4.0461 -3.1855
H 5.7215 4.6875 -5.0530
H -4.3425 -3.9723 -1.6820
H -3.1314 -1.7437 6.5193
Br -3.5520 -1.3929 0.4824
C -3.3180 -4.4150 -1.5443
C 3.6440 0.0646 -1.2497
H 1.6414 -0.6705 3.0060
H -0.3089 3.1692 3.7925
C -2.9385 0.9791 6.7292
N 1.3906 0.9897 -2.1542
H 0.3373 2.4390 1.3136
C -1.3720 0.0436 1.8584
C -2.6028 -2.6434 -3.1894
C 3.6456 -2.1877 0.4758
H -4.5183 -0.6633 3.1830
C -2.8538 0.0370 4.3689
H -0.8784 0.4336 5.2292
C -4.9727 0.8733 5.3526
H 0.5165 -1.7038 -4.2624
H 1.4480 3.0297 4.2009
Sm -0.9477 -1.1705 -1.3390
H 3.6454 -2.9773 1.2262
H 1.0164 3.2221 -6.0184
C -3.4721 -0.3482 3.1737
H 1.5918 -2.4691 -0.0457
C 2.0647 3.5123 -5.8193
H -4.6167 -1.0023 7.1809
C 0.1115 -3.3895 -2.9273
C 4.8090 -0.4202 -0.6975
C 2.5363 3.5218 -4.4841
H 3.6393 0.9492 -1.8978
C 3.8728 3.9697 -4.2375
C -1.4521 0.3055 4.2920
C -0.7718 0.5463 3.0901
H -3.6842 1.4249 7.4516
H 2.3965 2.7456 -2.5692
C -4.0320 -1.1605 6.2533
H 0.2087 2.1570 5.1892
H 1.3165 0.9568 1.1396
H -5.5029 1.1103 6.2744
C -1.6330 -1.9795 -3.9737
C -0.9012 -4.0517 -2.1711
H -3.6377 -2.4829 -3.3538

=====

5.
90
Properties=species:S:1:pos:R:3 method="wB97M-V/def2-TZVPD" charge=+3 lumo_energy_ev="-8.00 / -10.88" de_lowest_ev=0.000 homo_lumo_gap_ev="7.28 / 4.40" spin_multiplicity=2
C -1.7263 -2.9064 0.3675
H 1.3599 0.2259 -1.9847
H -1.5071 5.4595 2.3146
H 0.4356 4.1892 1.4126
C -2.0725 2.0518 2.4405
C -3.0391 -3.1885 0.6506
H -3.8078 4.5606 1.0813
H 0.8666 -7.9183 0.2194
C 1.7555 -5.5863 1.0758
C 3.4974 -2.8228 -1.8535
C 0.6799 5.5225 -0.6114
C -1.1424 -6.3162 -1.9550
Ir 0.2136 -2.6143 -0.4917
H 4.0799 5.2042 -0.4479
H -2.6344 4.9243 -1.1100
C -1.8339 4.4980 2.7143
H 1.5601 8.4247 0.9690
H -3.1588 1.9931 2.3700
H -1.8992 -6.4831 -2.7092
H 1.8489 -2.0677 -6.1229
H 3.6720 -2.3224 -4.4703
C -1.8141 4.8010 -0.4021
H 0.3113 2.5096 0.8688
H -1.8757 5.6652 0.2595
H -1.6345 1.1466 2.0165
H -0.2350 3.8972 -1.6472
C 2.6380 -2.3733 -4.1570
N -0.8371 -2.6543 1.2859
C -1.3067 0.0675 -0.2955
C 3.0849 5.6098 -0.3258
H 1.3457 -4.9755 1.8752
H 3.2020 -3.4550 -1.0256
Cl 4.2745 7.6873 0.8555
C 2.9291 6.8736 0.3167
C -0.0110 3.2182 1.6352
H -0.7281 5.5181 -2.0779
Sb -1.7389 -3.2794 -2.3771
H 2.0714 -6.5416 1.4876
C 0.3062 -2.4349 -4.6643
H 0.9349 -2.8041 3.2956
N 0.1757 -4.7654 -0.6567
C -2.4004 -2.8891 2.9719
C 0.0811 -2.6596 -3.3271
N -1.2689 1.3344 -0.6826
C -1.5340 3.3241 1.7713
H 2.0718 4.0039 -1.2749
H 3.2729 -0.5409 1.2436
H -3.1926 1.7252 -0.1354
H 0.4149 2.8957 2.5875
C 0.4433 0.4010 -1.4450
H -0.8242 -8.4007 -1.5234
C 0.5501 6.7895 0.0359
O 2.4720 -2.8436 1.3253
C -1.0815 -2.6198 2.6014
C 1.9800 4.9597 -0.7749
C 0.7499 -5.8038 0.0038
H -0.5158 -2.4275 -5.3675
C -0.5074 4.8637 -1.2196
H -2.1090 -0.3643 0.2772
H -1.8079 2.0578 3.4989
C 2.3761 -0.6075 0.6306
H -2.8926 4.5645 2.9696
C 1.9520 -2.0648 0.5844
C -2.2399 3.5491 0.4002
H 3.8827 -1.8814 -1.4566
H 0.2017 -1.2302 3.5854
C -0.7559 -5.0400 -1.6194
C -0.5476 -7.3808 -1.2896
C 0.3891 -7.1122 -0.3198
C 0.0077 -2.3056 3.5709
H -3.7782 -3.4110 -0.1068
H -0.4287 7.2390 0.1375
C -3.3623 -3.1735 2.0131
N -0.1672 1.5562 -1.4360
H -4.3777 -3.3870 2.3228
N 1.0801 -2.6544 -2.3992
H -2.6356 2.6461 -1.5168
H 2.5749 -0.1981 -0.3611
H -2.6602 -2.8843 4.0216
H 1.5796 -0.0133 1.0860
C 2.3689 -2.5981 -2.8078
H -1.2981 4.3471 3.6523
N -0.2340 -0.5657 -0.7573
C 1.6209 -2.2512 -5.0809
H -0.2801 -2.6057 4.5755
C 1.6408 7.4568 0.4927
H 4.3192 -3.3054 -2.3806
O -3.6429 3.7296 0.6200
C -2.3566 2.3035 -0.5208
H 2.6291 -5.0655 0.6972

=====

Number 1: largest force on an atom 3.95 eV Å⁻¹, calculated total energy -4414.97120 Eh. Number 2: largest force on an atom 0.73 eV Å⁻¹, calculated total energy -4351.06855 Eh. Number 3: largest force on an atom 0.58 eV Å⁻¹, calculated total energy -2135.22218 Eh. Number 4: largest force on an atom 3.84 eV Å⁻¹, calculated total energy -5321.77676 Eh. Number 5: largest force on an atom 0.64 eV Å⁻¹, calculated total energy -2680.46197 Eh.